# 1
Here is a 6-piece molecular cluster, C24H59ClN2O19P3 overall at a distorted geometry from the Open Molecules 2025 dataset. Energies are from ωB97M-V/def2-TZVPD.

Last column: Löwdin charge in e.
Positions of all 108 atoms, in Å:
N (-0.11798, -2.20438, 6.98286)  -0.29
P (1.11857, -1.78581, 6.10520)  0.70
N (1.08608, -0.10776, 5.72240)  -0.21
C (-0.01372, 0.05160, 4.76253)  -0.25
C (-0.85279, 1.25445, 5.07138)  -0.78
O (-0.52426, 2.17409, 5.69924)  0.11
Cl (-2.50273, 1.19870, 4.38470)  0.64
C (2.39938, 0.48742, 5.26184)  -0.39
C (2.21573, 1.73154, 4.33514)  -0.69
O (2.04799, 1.37619, 3.13495)  -0.07
O (2.20224, 2.87916, 4.82956)  0.00
P (3.55356, -0.64561, 4.36285)  0.41
O (4.28674, -1.55227, 5.24965)  -0.29
O (2.77130, -1.42002, 3.21102)  -0.14
O (4.57665, 0.30601, 3.60555)  -0.09
P (3.25492, 1.04323, 6.80244)  0.43
O (4.53760, 1.69297, 6.55712)  -0.25
O (2.23299, 2.00340, 7.53988)  -0.11
O (3.35605, -0.18822, 7.81975)  -0.14
H (0.20416, -2.59830, 7.85510)  -0.06
H (1.07186, -2.47726, 4.88537)  0.02
H (2.31719, -2.07077, 6.75378)  0.02
H (0.28296, 0.03714, 3.71913)  0.11
H (-0.70033, -0.78705, 4.89497)  0.08
H (2.02979, -0.87188, 2.90796)  0.06
H (5.06998, -0.21962, 2.96861)  0.09
H (2.65044, 2.87170, 7.55700)  0.09
H (2.52651, -0.20823, 8.31699)  0.07
C (-2.00560, 4.05342, -0.39672)  -0.11
O (-2.00185, 2.65276, -0.21198)  -0.18
C (-1.42403, 1.94380, -1.29375)  -0.21
C (-0.02309, 1.47621, -0.97045)  -0.22
O (0.87598, 2.56309, -0.88246)  -0.20
C (1.22586, 2.87047, 0.47100)  -0.09
H (-2.33601, 4.50666, 0.53600)  0.09
H (-1.00756, 4.42870, -0.63659)  0.08
H (-2.70510, 4.33615, -1.19337)  0.08
H (-1.41799, 2.55404, -2.20297)  0.12
H (-2.05826, 1.06803, -1.47528)  0.12
H (0.33005, 0.83785, -1.79049)  0.11
H (-0.01285, 0.88430, -0.05026)  0.13
H (1.84589, 2.08064, 0.89370)  0.06
H (0.34027, 3.00199, 1.09470)  0.09
H (1.79533, 3.79788, 0.46832)  0.09
C (1.04640, -3.72367, -2.76502)  -0.11
O (2.16104, -2.89936, -3.04911)  -0.20
C (2.02624, -1.58453, -2.52345)  -0.21
C (2.86467, -1.39135, -1.28122)  -0.20
O (2.35728, -2.15081, -0.19427)  -0.19
C (3.11194, -3.31476, 0.08062)  -0.11
H (1.29510, -4.73542, -3.08258)  0.09
H (0.81774, -3.73489, -1.69630)  0.09
H (0.16537, -3.38836, -3.32415)  0.09
H (0.97719, -1.35513, -2.31887)  0.11
H (2.37889, -0.89285, -3.29638)  0.13
H (2.82146, -0.33891, -0.98230)  0.13
H (3.90974, -1.64446, -1.48167)  0.13
H (4.09203, -3.05008, 0.49157)  0.09
H (3.24533, -3.92856, -0.81518)  0.08
H (2.56833, -3.89139, 0.82671)  0.09
C (-0.59882, -1.62116, -7.27892)  -0.11
O (-0.57594, -3.03157, -7.15069)  -0.19
C (-0.01430, -3.69539, -8.27085)  -0.21
C (1.39418, -4.16179, -7.98470)  -0.21
O (2.28793, -3.06899, -7.86527)  -0.19
C (2.62521, -2.76689, -6.52108)  -0.11
H (-0.91481, -1.21302, -6.32010)  0.09
H (0.38747, -1.22006, -7.52307)  0.09
H (-1.31863, -1.31213, -8.04430)  0.09
H (-0.02899, -3.05263, -9.15602)  0.13
H (-0.64275, -4.56924, -8.47457)  0.12
H (1.74392, -4.77339, -8.82374)  0.12
H (1.40963, -4.78126, -7.08312)  0.13
H (3.24876, -3.55912, -6.09518)  0.09
H (1.73560, -2.63489, -5.90178)  0.07
H (3.19366, -1.83854, -6.52158)  0.09
C (-0.34458, 2.32783, -6.76696)  -0.11
O (-0.66577, 1.90912, -8.08325)  -0.20
C (-1.93245, 2.37577, -8.51937)  -0.21
C (-1.79563, 3.53165, -9.48226)  -0.21
O (-1.30566, 4.69476, -8.83452)  -0.19
C (0.06065, 4.94988, -9.10164)  -0.11
H (0.68833, 2.04414, -6.57389)  0.09
H (-0.44046, 3.41039, -6.65490)  0.09
H (-0.98774, 1.82710, -6.03531)  0.09
H (-2.55722, 2.65987, -7.66799)  0.13
H (-2.42242, 1.54381, -9.03682)  0.12
H (-2.78527, 3.77739, -9.88161)  0.12
H (-1.15093, 3.25200, -10.32050)  0.13
H (0.19914, 5.25362, -10.14524)  0.09
H (0.68105, 4.07489, -8.89184)  0.08
H (0.37512, 5.76750, -8.45583)  0.09
C (-3.45731, 0.84625, 8.30006)  -0.11
O (-4.13870, 0.06562, 7.33475)  -0.21
C (-4.05040, -1.32812, 7.58086)  -0.21
C (-5.34037, -1.86912, 8.15070)  -0.21
O (-5.57601, -1.39286, 9.47014)  -0.19
C (-6.54855, -0.36973, 9.52382)  -0.12
H (-3.69230, 1.89083, 8.10290)  0.09
H (-3.77544, 0.59604, 9.31657)  0.08
H (-2.37485, 0.70909, 8.21107)  0.09
H (-3.21106, -1.55521, 8.24292)  0.12
H (-3.85953, -1.81422, 6.61883)  0.13
H (-5.27034, -2.96025, 8.21100)  0.12
H (-6.17880, -1.61794, 7.49407)  0.12
H (-7.54369, -0.76961, 9.29512)  0.08
H (-6.31497, 0.44253, 8.83053)  0.08
H (-6.55662, 0.02511, 10.53879)  0.09

Its energy above the lowest of the compared OMol25 structures with the same formula, charge and spin is 0.0 kcal/mol. For the total energy, the calculation gives -3973.2250 Eh. As for the LUMO energy: 0.0700 hartree. For the strongest force on any atom, the calculation gives 0.03832 Eh/bohr. The charge is -1.

# 2
Here is a 6-piece molecular cluster, C24H59ClN7O11P2 overall at a distorted geometry from the Open Molecules 2025 dataset. Energies are from ωB97M-V/def2-TZVPD.

Last column: Löwdin charge in e.
Positions of all 104 atoms, in Å:
Cl (0.39072, -1.08710, 0.91579)  0.61
O (-0.25051, -1.49383, 2.17802)  -0.40
O (1.61991, -1.81690, 0.84071)  -0.36
O (-0.45871, -1.44016, -0.18135)  -0.37
O (0.66347, 0.31623, 1.01436)  -0.37
O (-4.60292, 2.09611, 4.89097)  -0.31
P (-4.00921, 0.83912, 4.34629)  0.50
N (-2.36411, 0.85722, 4.56225)  -0.30
C (-1.76776, 0.84361, 5.91671)  -0.09
C (-1.42659, 1.45107, 3.61491)  -0.11
N (-4.26126, 0.64893, 2.71044)  -0.30
C (-3.60599, -0.43546, 1.99181)  -0.11
C (-5.24674, 1.46843, 1.98206)  -0.09
N (-4.57227, -0.51555, 5.14212)  -0.30
C (-3.81140, -1.76794, 5.21165)  -0.10
C (-5.71774, -0.34448, 6.06206)  -0.10
H (-1.89822, 1.87024, 6.26999)  0.08
H (-0.71222, 0.59124, 5.89167)  0.08
H (-2.34619, 0.16213, 6.53586)  0.06
H (-1.85310, 1.55494, 2.62118)  0.08
H (-0.56694, 0.78128, 3.50365)  0.06
H (-1.02405, 2.35739, 4.08360)  0.08
H (-2.51231, -0.43982, 1.99122)  0.05
H (-3.99889, -1.41314, 2.28716)  0.07
H (-3.82889, -0.35406, 0.92392)  0.08
H (-5.14845, 2.48955, 2.33965)  0.07
H (-5.20566, 1.25668, 0.91911)  0.07
H (-6.24334, 1.10817, 2.27315)  0.07
H (-2.88750, -1.53723, 5.75783)  0.06
H (-4.42634, -2.55195, 5.64065)  0.08
H (-3.36994, -2.13396, 4.28030)  0.07
H (-6.56874, 0.04136, 5.50814)  0.07
H (-5.42601, 0.23899, 6.93013)  0.07
H (-5.98710, -1.36234, 6.34711)  0.07
O (2.37251, 2.73309, -4.79876)  -0.30
P (1.80099, 2.68098, -3.42798)  0.49
N (1.76300, 4.17204, -2.70602)  -0.28
C (0.66039, 5.13911, -2.83804)  -0.09
C (3.03977, 4.89584, -2.68544)  -0.12
N (2.61917, 1.62662, -2.41753)  -0.27
C (3.74043, 0.87620, -2.99236)  -0.12
C (2.89343, 1.96017, -1.00865)  -0.11
N (0.23546, 2.16538, -3.37661)  -0.32
C (-0.50993, 2.01313, -2.15838)  -0.10
C (-0.57108, 2.39474, -4.59054)  -0.11
H (0.93408, 5.96988, -3.48660)  0.08
H (0.35681, 5.50037, -1.85644)  0.08
H (-0.17483, 4.60891, -3.29041)  0.05
H (2.97400, 5.92794, -2.34091)  0.08
H (3.43508, 4.93883, -3.70709)  0.08
H (3.81259, 4.44938, -2.05584)  0.06
H (3.69839, -0.15422, -2.62445)  0.07
H (3.72640, 0.75645, -4.07173)  0.06
H (4.68453, 1.31366, -2.65821)  0.08
H (3.31656, 1.09449, -0.50123)  0.09
H (3.55080, 2.82303, -0.88924)  0.06
H (1.93740, 2.14849, -0.52344)  0.06
H (-0.85852, 2.97265, -1.75208)  0.08
H (-1.40391, 1.39928, -2.29849)  0.09
H (0.07261, 1.48518, -1.40330)  0.06
H (-0.08329, 2.88330, -5.42830)  0.08
H (-1.32339, 3.15436, -4.32388)  0.07
H (-1.05211, 1.45190, -4.84489)  0.08
O (-4.83024, -5.65629, -0.52281)  0.11
C (-3.70211, -5.38277, -0.22912)  -0.49
O (-3.37022, -4.92496, 0.99157)  0.03
C (-1.96176, -4.69363, 1.09780)  -0.14
C (-1.33614, -5.52556, -0.03062)  -0.14
C (-2.43146, -5.52554, -1.06193)  -0.08
H (-1.59749, -5.00885, 2.07679)  0.13
H (-1.73021, -3.62629, 1.06709)  0.11
H (-1.04082, -6.52156, 0.28929)  0.12
H (-0.47715, -4.96913, -0.40958)  0.12
H (-2.49085, -6.43678, -1.65392)  0.12
H (-2.41327, -4.67351, -1.74456)  0.13
O (6.80074, 0.65387, 2.46497)  0.10
C (5.69275, 0.69217, 2.94119)  -0.51
O (4.94064, -0.39878, 3.04275)  0.04
C (3.57790, -0.12611, 3.41240)  -0.12
C (3.50009, 1.39666, 3.41622)  -0.15
C (4.94283, 1.91325, 3.40608)  -0.07
H (3.37372, -0.47233, 4.42533)  0.12
H (2.86533, -0.52597, 2.69853)  0.10
H (2.89378, 1.75535, 4.25502)  0.11
H (2.89394, 1.81155, 2.60645)  0.11
H (5.34879, 2.21939, 4.37021)  0.12
H (5.10061, 2.70839, 2.68219)  0.12
C (0.56980, -1.05154, -4.29463)  -0.07
C (1.42926, -2.28650, -4.07855)  -0.40
C (2.61902, -2.21320, -5.04079)  -0.21
O (2.10307, -2.51932, -6.33208)  -0.20
C (3.11445, -2.59682, -7.32727)  -0.11
N (1.89858, -2.31857, -2.68196)  0.05
H (0.54737, -0.63873, -5.30319)  0.08
H (0.93095, -0.21899, -3.67749)  0.05
H (-0.44194, -1.13302, -3.88023)  0.08
H (0.89705, -3.21121, -4.29769)  0.14
H (3.42279, -2.88000, -4.70758)  0.12
H (3.03169, -1.19984, -5.09995)  0.11
H (3.58330, -3.59247, -7.27257)  0.08
H (3.95913, -1.92620, -7.14794)  0.08
H (2.55655, -2.51451, -8.25617)  0.08
H (1.12280, -2.67646, -2.12196)  0.06
H (1.88442, -1.36519, -2.31757)  0.04

Its energy above the lowest of the compared OMol25 structures with the same formula, charge and spin is 14.2 kcal/mol. For the total energy, the calculation gives -3303.6008 Eh. As for the LUMO energy: 0.0887 hartree. For the strongest force on any atom, the calculation gives 0.06529 Eh/bohr. The charge is -1.

no.,Kohn-Sham gap (eV)
1,8.02
2,8.71